No. 1
Molecular formula: C15H27AlN2OS2SbSe4
Method: DFT, ωB97M-V/def2-TZVPD

**Total charge**: +1
**Total energy**: -11657.241043 a.u.
**2S+1**: 1

Last column: natural (NBO) charge in e.
Positions of all 53 atoms, in Å:
Al -0.438 -0.225 -0.230  1.6213
C -0.869 2.895 0.163  -0.2351
C -0.501 2.630 -1.292  -0.2382
N 0.316 1.415 -1.347  -0.7928
C 1.749 1.600 -1.113  -0.2401
C 2.149 1.678 0.357  -0.5227
S 1.322 0.434 1.418  0.2999
C 0.389 1.452 2.599  -0.5420
C -1.086 1.607 2.216  -0.2296
N -1.260 1.613 0.766  -0.6904
H -1.676 3.632 0.226  0.2224
H -0.001 3.288 0.693  0.1975
H 0.015 3.491 -1.726  0.2141
H -1.412 2.440 -1.865  0.2424
H 0.266 1.077 -2.316  0.4693
H 2.105 2.500 -1.628  0.2168
H 2.255 0.742 -1.555  0.2398
H 1.954 2.652 0.797  0.2231
H 3.218 1.478 0.441  0.2548
H 0.897 2.409 2.697  0.2342
H 0.478 0.930 3.552  0.2556
H -1.472 2.528 2.665  0.2120
H -1.639 0.762 2.627  0.2151
H -2.253 1.477 0.563  0.4098
C -1.556 -5.344 6.426  -0.6400
C -1.704 -4.412 5.271  0.0403
C -0.858 -4.477 4.167  -0.1935
C -1.046 -3.657 3.070  -0.2168
C -2.100 -2.758 3.068  -0.2003
C -2.923 -2.636 4.183  -0.2053
C -2.719 -3.458 5.274  -0.2096
S -2.573 -1.824 1.601  1.2676
C -2.862 -3.237 0.510  -0.7902
O -1.270 -1.185 1.035  -1.0997
H -0.710 -6.011 6.292  0.2267
H -2.455 -5.950 6.538  0.2377
H -1.429 -4.778 7.346  0.2355
H -0.055 -5.196 4.157  0.2281
H -0.382 -3.720 2.222  0.2336
H -3.730 -1.919 4.190  0.2279
H -3.371 -3.384 6.131  0.2291
H -1.939 -3.786 0.346  0.2558
H -3.242 -2.847 -0.429  0.2741
H -3.615 -3.866 0.972  0.2536
C 0.853 -1.573 -0.973  -1.3546
H 1.208 -1.456 -2.003  0.2453
H 0.503 -2.612 -0.918  0.2273
H 1.759 -1.566 -0.354  0.2257
Se -2.714 -3.275 -4.618  -0.1297
Sb -1.501 -1.355 -3.504  1.0370
Se -1.090 -3.806 -2.922  -0.2474
Se 0.225 -0.017 -4.524  -0.5468
Se -2.644 -0.184 -1.634  -0.6487

***

No. 2
Molecular formula: C9H14
Method: DFT, ωB97M-V/def2-TZVPD

**Total charge**: 0
**Structure (SMILES)**: Cc1ccccc1.CC
**Total energy**: -351.247438 a.u.
**2S+1**: 1

Last column: natural (NBO) charge in e.
Positions of all 23 atoms, in Å:
C 0.836 -1.617 -2.350  -0.6208
C -0.313 -2.536 -2.008  -0.6179
H 0.607 -0.580 -2.531  0.2102
H 1.611 -1.545 -1.621  0.2091
H 1.291 -1.902 -3.358  0.2011
H -1.224 -1.860 -1.821  0.2054
H -0.129 -3.164 -1.236  0.2061
H -0.646 -3.346 -2.705  0.2072
C 1.740 2.032 1.792  -0.6418
C -0.310 1.986 0.338  -0.2178
C 0.406 1.457 1.469  0.0074
C -1.447 1.315 -0.165  -0.2127
C -0.042 0.322 2.117  -0.2337
C -1.913 0.151 0.473  -0.2163
C -1.255 -0.304 1.737  -0.1859
H 0.223 2.820 -0.079  0.2088
H -2.011 1.682 -1.160  0.2221
H 1.501 3.072 2.088  0.2250
H 2.453 1.857 1.044  0.2229
H 0.614 0.114 2.906  0.2023
H -2.682 -0.376 0.100  0.2033
H -1.462 -1.015 2.420  0.2074
H 2.151 1.437 2.551  0.2086

***

What is the 2S+1 in the second record?
1

***

Look up the total charge of the second one.
0